No. 1
ORCA calculation (the ωB97M-V functional and the def2-TZVPD basis) on an isolated ion of composition C5H8N and charge +1.

Summary:
E = -249.57938 hartree
Net charge = +1
ΔE to the lowest compared entry with this formula, charge and spin = 154.2 kcal/mol
Kohn-Sham gap (spin up / spin down) = 0.2916 / 0.2924 hartree

Each line ends with the Löwdin charge.
Element x y z (Å)
C1 -0.184 1.569 0.036  -0.069
C2 -1.119 0.675 0.002  0.107
C3 1.141 -0.715 0.505  -0.029
C4 0.944 0.761 0.374  -0.173
C5 -2.106 -0.447 0.121  0.000
N1 1.804 0.128 -0.622  0.083
H1 -0.124 2.581 -0.340  0.131
H2 1.537 -1.087 1.457  0.132
H3 0.450 -1.448 0.163  0.083
H4 -3.108 -0.256 -0.181  0.095
H5 -2.238 -0.671 1.158  0.094
H6 -1.597 -1.134 -0.557  0.100
H7 2.855 0.302 -0.440  0.203
H8 1.745 -0.259 -1.676  0.242


No. 2
ORCA calculation (the ωB97M-V functional and the def2-TZVPD basis) on a 2-piece molecular cluster, C3H6BrNO2S overall.

Summary:
E = -3295.19466 hartree
ΔE to the lowest compared entry with this formula, charge and spin = 50.5 kcal/mol
Kohn-Sham gap = 0.3898 hartree

Each line ends with the Löwdin charge.
Element x y z (Å)
C1 -0.119 1.689 -0.567  -0.086
C2 -1.351 1.135 -1.396  0.059
C3 -0.594 0.301 -0.810  -0.268
N1 -0.372 -1.026 1.547  -0.102
O1 -1.146 -2.428 -0.452  -0.296
O2 1.127 -1.649 -0.195  -0.355
S1 -0.258 -1.366 -0.085  0.600
Br1 3.427 0.558 0.288  0.461
H1 0.675 2.202 -0.968  0.044
H2 -0.246 2.148 0.386  0.076
H3 2.544 -0.374 0.117  -0.450
H4 -2.265 1.392 -1.944  0.116
H5 -1.272 -0.697 1.901  0.070
H6 -0.150 -1.883 2.178  0.131


No. 3
ORCA calculation (the ωB97M-V functional and the def2-TZVPD basis) on C9H24FO3Rb as an isolated structure.

Summary:
E = -706.67678 hartree
ΔE to the lowest compared entry with this formula, charge and spin = 212.5 kcal/mol
Kohn-Sham gap = 0.2832 hartree

Each line ends with the Löwdin charge.
Element x y z (Å)
Rb1 0.208 1.334 2.878  1.342
F1 0.707 0.981 0.680  -0.359
C1 -2.687 1.172 -1.133  -0.001
C2 -1.691 2.341 -0.820  -0.496
C3 -1.601 2.641 0.623  -0.108
O1 -0.468 1.947 -1.294  -0.073
H1 -2.461 1.039 -2.191  0.097
H2 -3.676 1.493 -0.806  0.082
H3 -2.397 0.388 -0.434  0.047
H4 -1.996 3.283 -1.277  0.145
H5 -1.340 1.759 1.206  -0.030
H6 -2.540 3.052 0.996  0.095
H7 -0.843 3.409 0.778  0.094
H8 -0.187 1.218 -0.735  -0.020
C4 0.213 -2.573 2.656  -0.015
C5 0.443 -1.454 1.512  -0.453
C6 -0.915 -0.960 1.000  -0.066
O2 1.205 -0.445 2.090  -0.358
H9 -0.172 -2.253 3.624  0.071
H10 1.091 -3.200 2.814  0.073
H11 -0.435 -3.302 2.168  0.068
H12 0.946 -1.959 0.688  0.098
H13 -1.571 -0.773 1.850  0.081
H14 -1.277 -1.805 0.415  0.107
H15 -1.134 -0.073 0.405  0.018
H16 1.198 0.211 1.389  -0.194
C7 0.739 -0.017 -1.978  -0.038
C8 1.631 -0.858 -1.158  -0.417
C9 2.808 -1.460 -2.031  -0.040
O3 2.265 0.050 -0.232  -0.045
H17 1.270 0.674 -2.633  0.112
H18 0.234 0.568 -1.210  0.001
H19 0.115 -0.532 -2.708  0.105
H20 1.109 -1.608 -0.563  0.086
H21 2.586 -1.862 -3.020  0.063
H22 3.397 -2.206 -1.498  0.059
H23 3.646 -0.797 -2.243  0.069
H24 1.584 0.576 0.193  -0.200


No. 4
ORCA calculation (the ωB97M-V functional and the def2-TZVPD basis) on a 2-piece molecular cluster, C3H7NO overall.

Summary:
E = -248.49365 hartree
ΔE to the lowest compared entry with this formula, charge and spin = 20.6 kcal/mol
Kohn-Sham gap = 0.4098 hartree

Each line ends with the Löwdin charge.
Element x y z (Å)
C1 -1.872 -0.029 -0.123  -0.101
N1 -1.162 -0.101 -1.370  0.067
C2 -0.108 -0.464 -1.814  -0.348
O1 0.886 -0.782 -2.362  0.127
C3 1.687 0.278 1.012  -0.044
H1 -1.788 -0.966 0.437  0.085
H2 -2.927 0.164 -0.326  0.075
H3 -1.481 0.788 0.493  0.077
H4 1.767 -0.213 0.039  0.001
H5 1.360 1.312 0.876  0.024
H6 2.667 0.270 1.495  0.019
H7 0.971 -0.257 1.643  0.018